# 1
Computed, not measured: C22H25PSi in the gas phase in a non-equilibrium geometry, with the ωB97M-V functional and the def2-TZVPD basis.

- frontier orbital gap (eV) = 7.208
- lowest unoccupied orbital energy (eV) = 0.54
- SMILES = C[Si](C)(C)C=P(c1ccccc1)(c1ccccc1)c1ccccc1
- E_HOMO (eV) = -6.673
- calculated total energy (eV) = -40384.0189

Structure (XYZ):
```
49
Properties=species:S:1:pos:R:3:mulliken_charge:R:1
C 2.964 2.711 0.341 -1.411
Si 1.784 1.577 1.474 0.504
C 0.279 2.711 1.688 -1.009
C 2.608 1.413 3.162 -1.137
C 1.468 -0.168 0.850 -1.250
P 0.076 -0.530 -0.188 1.781
C -0.316 0.956 -1.148 0.497
C -1.631 1.355 -1.335 -0.229
C -1.822 2.383 -2.277 -0.783
C -0.755 3.020 -2.975 -0.560
C 0.516 2.542 -2.758 -0.624
C 0.761 1.538 -1.867 -1.001
C -1.304 -1.021 0.825 0.476
C -2.532 -1.331 0.239 -0.772
C -3.598 -1.548 1.133 -0.906
C -3.429 -1.392 2.512 -0.307
C -2.228 -1.106 3.038 -0.548
C -1.182 -0.962 2.201 -0.685
C 0.491 -2.002 -1.120 0.381
C 0.054 -2.113 -2.439 -0.002
C 0.124 -3.363 -3.110 -0.757
C 0.511 -4.424 -2.373 -0.316
C 0.916 -4.264 -1.049 -0.838
C 0.953 -3.047 -0.418 -0.554
H 3.004 3.560 0.972 0.386
H 3.905 2.274 0.273 0.375
H 2.530 3.003 -0.628 0.371
H -0.553 2.371 1.066 0.298
H 0.562 3.717 1.442 0.348
H -0.024 2.502 2.713 0.303
H 2.005 0.624 3.751 0.232
H 3.626 1.099 2.874 0.272
H 2.671 2.271 3.802 0.375
H 2.240 -0.902 0.882 0.407
H -2.428 0.927 -0.742 0.595
H -2.817 2.819 -2.390 0.340
H -0.803 3.846 -3.713 0.346
H 1.384 2.830 -3.340 0.401
H 1.781 1.245 -1.682 0.731
H -2.563 -1.645 -0.759 0.618
H -4.586 -1.729 0.907 0.471
H -4.266 -1.433 3.266 0.287
H -2.090 -1.038 4.152 0.335
H -0.159 -0.771 2.448 0.690
H -0.517 -1.309 -2.897 0.420
H -0.476 -3.573 -4.040 0.259
H 0.449 -5.430 -2.777 0.359
H 1.292 -5.165 -0.619 0.381
H 1.124 -3.028 0.634 0.451
```

---

# 2
Computed, not measured: a molecular structure, C22H26AsIrN4OS6, with the ωB97M-V functional and the def2-TZVPD basis.

- frontier orbital gap (alpha / beta) (eV) = 4.799 / 5.484
- lowest unoccupied orbital energy (alpha / beta) (eV) = 4.07 / 3.87
- spin multiplicity = 5
- E_HOMO (alpha / beta) (eV) = -0.728 / -1.612
- calculated total energy (eV) = -159933.9268
- charge = -2

Structure (XYZ):
```
61
Properties=species:S:1:pos:R:3:lowdin_spin:R:1
Ir -2.107 -0.120 0.776 2.563
C 1.692 -1.062 3.624 0.003
C 0.379 -1.179 2.888 0.009
N -0.229 -0.149 2.402 0.082
N 0.451 1.059 2.542 0.026
C -0.298 2.085 2.340 0.028
S -1.978 2.124 2.060 0.131
S 0.631 3.636 2.428 0.015
C -0.118 4.495 1.029 0.003
C 0.523 4.241 -0.303 0.000
C 1.891 4.081 -0.463 0.001
C 2.430 3.853 -1.717 0.000
C 1.606 3.766 -2.828 0.000
C 0.234 3.906 -2.676 0.000
C -0.301 4.148 -1.422 0.001
C -0.184 -2.517 2.704 0.010
C 0.633 -3.637 2.900 -0.001
C 0.187 -4.922 2.687 0.008
C -1.131 -5.115 2.265 0.001
C -1.970 -4.048 2.082 0.008
C -1.543 -2.713 2.308 0.013
O -2.397 -1.763 2.170 0.121
H 2.506 -1.410 2.986 0.000
H 1.680 -1.691 4.512 0.000
H 1.892 -0.029 3.894 0.000
H -0.158 5.564 1.260 0.000
H -1.152 4.140 0.989 0.002
H 2.533 4.102 0.409 0.001
H 3.499 3.719 -1.823 0.000
H 2.026 3.561 -3.803 0.000
H -0.427 3.800 -3.526 0.000
H -1.374 4.210 -1.299 0.002
H 1.660 -3.496 3.208 0.000
H 0.851 -5.764 2.834 0.001
H -1.495 -6.115 2.070 0.000
H -2.987 -4.170 1.739 0.000
S -6.449 -0.065 -1.523 0.029
As -4.381 -0.252 -1.852 0.018
S -3.284 1.346 -0.686 0.515
S -3.421 -1.863 -0.722 0.215
S -3.707 -0.038 -3.865 0.053
C -0.684 -0.245 -2.161 0.006
C 0.471 -0.467 -3.146 0.002
N 1.627 -1.066 -2.473 0.000
C 1.177 -2.270 -1.781 0.004
C 0.135 -1.937 -0.695 0.007
N -0.236 -0.517 -0.780 0.106
C 0.955 0.305 -0.523 0.004
C 2.094 -0.111 -1.474 0.004
H -1.527 -0.905 -2.371 -0.001
H -1.065 0.777 -2.203 0.005
H 0.799 0.478 -3.589 0.000
H 0.155 -1.123 -3.962 0.000
H 2.050 -2.763 -1.341 0.000
H 0.755 -2.945 -2.529 0.000
H 0.529 -2.125 0.305 0.001
H -0.780 -2.519 -0.817 0.001
H 1.255 0.192 0.515 0.000
H 0.665 1.348 -0.669 -0.001
H 2.912 -0.582 -0.914 0.000
H 2.501 0.757 -1.989 0.000
```

---

The highest calculated total energy belongs to which entry?
C22H25PSi

---

Among the records above, which one has the highest calculated total energy?
C22H25PSi

---

What did the first record say?
Computed, not measured: C22H25PSi in the gas phase in a non-equilibrium geometry, with the ωB97M-V functional and the def2-TZVPD basis.

- frontier orbital gap (eV) = 7.208
- lowest unoccupied orbital energy (eV) = 0.54
- SMILES = C[Si](C)(C)C=P(c1ccccc1)(c1ccccc1)c1ccccc1
- E_HOMO (eV) = -6.673
- calculated total energy (eV) = -40384.0189

Structure (XYZ):
```
49
Properties=species:S:1:pos:R:3:mulliken_charge:R:1
C 2.964 2.711 0.341 -1.411
Si 1.784 1.577 1.474 0.504
C 0.279 2.711 1.688 -1.009
C 2.608 1.413 3.162 -1.137
C 1.468 -0.168 0.850 -1.250
P 0.076 -0.530 -0.188 1.781
C -0.316 0.956 -1.148 0.497
C -1.631 1.355 -1.335 -0.229
C -1.822 2.383 -2.277 -0.783
C -0.755 3.020 -2.975 -0.560
C 0.516 2.542 -2.758 -0.624
C 0.761 1.538 -1.867 -1.001
C -1.304 -1.021 0.825 0.476
C -2.532 -1.331 0.239 -0.772
C -3.598 -1.548 1.133 -0.906
C -3.429 -1.392 2.512 -0.307
C -2.228 -1.106 3.038 -0.548
C -1.182 -0.962 2.201 -0.685
C 0.491 -2.002 -1.120 0.381
C 0.054 -2.113 -2.439 -0.002
C 0.124 -3.363 -3.110 -0.757
C 0.511 -4.424 -2.373 -0.316
C 0.916 -4.264 -1.049 -0.838
C 0.953 -3.047 -0.418 -0.554
H 3.004 3.560 0.972 0.386
H 3.905 2.274 0.273 0.375
H 2.530 3.003 -0.628 0.371
H -0.553 2.371 1.066 0.298
H 0.562 3.717 1.442 0.348
H -0.024 2.502 2.713 0.303
H 2.005 0.624 3.751 0.232
H 3.626 1.099 2.874 0.272
H 2.671 2.271 3.802 0.375
H 2.240 -0.902 0.882 0.407
H -2.428 0.927 -0.742 0.595
H -2.817 2.819 -2.390 0.340
H -0.803 3.846 -3.713 0.346
H 1.384 2.830 -3.340 0.401
H 1.781 1.245 -1.682 0.731
H -2.563 -1.645 -0.759 0.618
H -4.586 -1.729 0.907 0.471
H -4.266 -1.433 3.266 0.287
H -2.090 -1.038 4.152 0.335
H -0.159 -0.771 2.448 0.690
H -0.517 -1.309 -2.897 0.420
H -0.476 -3.573 -4.040 0.259
H 0.449 -5.430 -2.777 0.359
H 1.292 -5.165 -0.619 0.381
H 1.124 -3.028 0.634 0.451
```